{
  "formula": "C6H11N",
  "method": "the ωB97M-V functional and the def2-TZVPD basis",
  "e_homo_ev": -8.526,
  "gap_ev": 9.5,
  "species": ["N", "C", "C", "C", "C", "C", "C", "H", "H", "H", "H", "H", "H", "H", "H", "H", "H", "H"],
  "coordinates": [[-0.765, 2.055, 0.594], [-0.520, 0.863, 0.859], [-1.555, -1.336, 0.539], [2.126, -0.037, 0.051], [0.991, -1.026, 0.301], [-0.362, -0.415, 0.579], [-0.922, 1.914, -0.988], [1.966, 0.542, -0.866], [-2.501, -0.794, 0.636], [1.242, -1.682, 1.143], [2.227, 0.671, 0.881], [-1.182, 2.710, -1.710], [0.073, 1.573, -1.255], [-1.575, -1.885, -0.413], [3.077, -0.568, -0.059], [-1.491, -2.075, 1.343], [-1.713, 1.176, -1.063], [0.884, -1.687, -0.572]]
}



{
  "formula": "C30H48As3LaNO5",
  "method": "the ωB97M-V functional and the def2-TZVPD basis",
  "e_homo_ev": -9.960,
  "total_charge": 1,
  "gap_ev": 6.4,
  "species": ["La", "As", "As", "As", "O", "O", "O", "O", "O", "N", "C", "C", "C", "C", "C", "C", "C", "C", "C", "C", "C", "C", "C", "C", "C", "C", "C", "C", "C", "C", "C", "C", "C", "C", "C", "C", "C", "C", "C", "C", "H", "H", "H", "H", "H", "H", "H", "H", "H", "H", "H", "H", "H", "H", "H", "H", "H", "H", "H", "H", "H", "H", "H", "H", "H", "H", "H", "H", "H", "H", "H", "H", "H", "H", "H", "H", "H", "H", "H", "H", "H", "H", "H", "H", "H", "H", "H", "H"],
  "coordinates": [[-0.848, -0.251, 0.125], [5.792, 3.622, -1.361], [0.331, 2.709, -0.231], [2.294, -0.393, 0.739], [-1.906, -1.746, 1.351], [0.410, -1.449, -1.373], [0.748, -2.758, -3.218], [-4.390, 1.924, -2.482], [-2.935, 1.447, -0.882], [-1.741, -0.434, -2.368], [-4.366, -1.917, -1.040], [-2.924, 0.095, -2.767], [-2.644, -2.732, 3.406], [2.909, 2.572, 1.784], [3.289, -0.814, 2.407], [-3.503, -0.202, -3.970], [4.747, 5.085, -2.193], [3.447, 0.988, -0.110], [-3.621, -3.435, 4.094], [5.438, 2.192, -2.646], [-1.704, -1.771, -4.364], [2.258, 3.117, -0.605], [-3.928, -3.210, -0.215], [-2.944, -1.293, -4.675], [-3.809, -3.176, 1.280], [-0.512, 3.587, -1.725], [-2.615, -3.839, -0.898], [-0.117, 3.890, 1.200], [-0.074, -2.840, 3.629], [0.150, -1.900, -2.540], [-3.385, 1.247, -1.984], [-1.178, -1.329, -3.108], [-4.756, -3.930, 2.012], [-4.613, -4.106, 3.397], [-2.771, -2.549, 1.979], [4.663, 3.161, 0.229], [3.338, 2.432, 0.320], [-1.154, -0.558, 4.124], [-1.385, -2.089, 4.133], [3.008, -1.939, -0.295], [2.580, 2.990, -1.643], [2.462, -2.087, -1.194], [-1.621, 3.491, -1.727], [4.915, 6.038, -1.685], [4.035, -1.731, -0.584], [2.712, -1.615, 2.873], [-2.409, -4.941, -0.686], [0.382, -2.322, 2.791], [5.418, 2.518, 0.686], [-4.504, -2.242, -2.086], [-3.435, -1.554, -5.564], [-0.477, -0.344, 4.956], [4.222, -1.091, 2.075], [-0.723, -0.257, 3.204], [-1.118, -2.570, -4.904], [3.684, 4.847, -2.230], [2.331, 4.239, -0.508], [-3.556, -1.186, -0.990], [-4.459, 2.731, -1.900], [5.922, 1.247, -2.224], [2.644, 3.599, 1.978], [3.278, 0.855, -1.174], [-4.471, 0.209, -4.276], [-5.650, -4.377, 1.571], [-1.172, 3.879, 1.363], [4.699, 4.100, 0.774], [-0.227, 3.154, -2.650], [-0.346, -3.872, 3.274], [0.191, 3.405, 2.105], [5.207, 5.226, -3.181], [-2.673, -3.738, -1.978], [-4.718, -3.968, -0.310], [3.273, 0.057, 3.047], [-0.211, 4.712, -1.623], [-1.772, -3.259, -0.571], [4.359, 1.971, -2.926], [3.679, 2.197, 2.446], [-5.453, -4.553, 3.944], [5.946, 2.532, -3.582], [-2.096, -0.060, 4.240], [0.302, 4.889, 1.076], [3.040, -2.810, 0.352], [-5.285, -1.398, -0.700], [-3.581, -3.576, 5.221], [4.422, 0.587, 0.124], [2.017, 1.993, 1.996], [-1.377, -2.374, 5.167], [0.615, -2.949, 4.468]]
}



{
  "formula": "C38H35AsF6N4O6PtS2",
  "method": "the ωB97M-V functional and the def2-TZVPD basis",
  "e_homo_ev": -8.196,
  "gap_ev": 8.1,
  "species": ["Pt", "As", "S", "S", "F", "F", "F", "F", "F", "F", "O", "O", "O", "O", "O", "O", "N", "N", "N", "N", "C", "C", "C", "C", "C", "C", "C", "C", "C", "C", "C", "C", "C", "C", "C", "C", "C", "C", "C", "C", "C", "C", "C", "C", "C", "C", "C", "C", "C", "C", "C", "C", "C", "C", "C", "C", "C", "C", "H", "H", "H", "H", "H", "H", "H", "H", "H", "H", "H", "H", "H", "H", "H", "H", "H", "H", "H", "H", "H", "H", "H", "H", "H", "H", "H", "H", "H", "H", "H", "H", "H", "H", "H"],
  "coordinates": [[0.863, -0.930, -0.289], [2.052, -0.525, -3.338], [-0.568, 2.556, -0.018], [-1.629, -2.344, -1.605], [3.454, -1.409, 1.610], [5.027, 1.444, 0.628], [2.329, -0.459, 3.188], [3.417, 2.102, -0.650], [4.404, 0.065, 2.871], [3.986, 0.019, -0.611], [1.524, 0.635, 0.801], [-2.323, -2.295, -0.351], [1.690, -3.987, -1.522], [-1.955, -1.348, -2.591], [1.399, 0.128, -1.937], [-1.283, 1.289, 0.286], [0.003, -2.435, -1.368], [0.272, -1.825, 1.395], [-0.591, -4.761, 5.502], [-2.030, -3.071, 5.728], [2.771, 0.893, 1.290], [-2.299, 6.172, 0.612], [-1.173, -6.014, 7.629], [-0.615, -3.006, 3.729], [0.268, -3.670, 2.883], [3.254, -0.237, 2.237], [-0.330, -5.820, -2.796], [-4.062, 4.541, 0.460], [-1.262, -4.999, 6.682], [-2.691, -5.875, -3.325], [-0.573, 2.885, -4.563], [-1.782, 3.867, 0.227], [-0.545, 2.688, -1.815], [-2.936, -4.864, 8.847], [-1.293, 1.784, -2.545], [3.808, 1.105, 0.161], [-3.651, 5.856, 0.632], [-2.872, -4.592, -2.823], [2.734, 0.986, -4.289], [-3.016, -3.860, 7.904], [-1.306, 1.890, -3.929], [2.701, 2.190, 2.106], [0.529, -3.649, -1.691], [-1.053, -1.740, 3.362], [-1.758, -3.953, -2.317], [-1.356, 5.173, 0.417], [3.478, -1.766, -3.044], [0.687, -3.052, 1.725], [-1.094, -3.594, 4.986], [-3.126, 3.537, 0.258], [-2.025, -5.925, 8.711], [0.218, 3.667, -2.431], [0.196, 3.770, -3.814], [-0.512, -4.542, -2.298], [-1.436, -6.481, -3.313], [0.743, -1.382, -4.448], [-2.162, -3.931, 6.803], [-0.589, -1.176, 2.191], [-0.889, -0.193, 1.851], [0.824, 4.344, -1.841], [-0.473, -6.833, 7.527], [0.636, -4.664, 3.095], [2.345, 2.981, 1.451], [-3.584, -4.837, 9.712], [-3.714, -3.040, 8.002], [-0.225, -0.932, -4.237], [0.776, 4.539, -4.308], [-1.897, 1.192, -4.510], [-5.116, 4.295, 0.487], [-3.842, -4.115, -2.827], [0.652, -6.274, -2.771], [0.161, -5.306, 5.124], [-1.978, 7.195, 0.761], [1.371, -3.527, 1.034], [3.140, -2.507, -2.319], [4.340, -1.229, -2.659], [0.701, -2.445, -4.207], [-1.839, 1.003, -2.033], [-3.538, -6.412, -3.732], [-1.993, -6.692, 9.474], [-1.327, -7.481, -3.710], [3.725, -2.253, -3.988], [3.183, 0.676, -5.231], [-1.748, -1.205, 3.991], [1.972, 2.050, 2.901], [3.662, 2.469, 2.535], [-4.384, 6.635, 0.793], [-0.596, 2.972, -5.642], [-3.415, 2.501, 0.134], [1.018, -1.251, -5.493], [-0.299, 5.409, 0.422], [3.476, 1.468, -3.655], [1.909, 1.673, -4.466]]
}



{
  "formula": "C32H22Cl5N7Zr",
  "method": "the ωB97M-V functional and the def2-TZVPD basis",
  "e_homo_ev": -13.350,
  "total_charge": 2,
  "gap_ev": 6.8,
  "species": ["Zr", "Cl", "Cl", "Cl", "Cl", "Cl", "N", "N", "N", "N", "N", "N", "N", "C", "C", "C", "C", "C", "C", "C", "C", "C", "C", "C", "C", "C", "C", "C", "C", "C", "C", "C", "C", "C", "C", "C", "C", "C", "C", "C", "C", "C", "C", "C", "C", "H", "H", "H", "H", "H", "H", "H", "H", "H", "H", "H", "H", "H", "H", "H", "H", "H", "H", "H", "H", "H", "H"],
  "coordinates": [[0.329, 0.368, -1.434], [2.125, -2.518, -0.387], [1.935, -1.552, -6.622], [3.091, -4.870, -2.499], [0.828, 0.543, -4.526], [3.000, -4.320, -5.581], [1.853, -0.822, -0.174], [0.388, 2.772, 0.731], [-0.414, 0.106, 0.478], [-5.630, 4.903, -3.006], [0.915, 2.318, -0.438], [2.882, -0.019, 0.210], [-1.728, 1.352, -2.005], [2.382, -3.165, -4.492], [1.356, -1.062, -4.024], [-3.461, 2.816, -1.229], [4.069, -0.406, 0.487], [-0.024, 1.791, 4.290], [-0.681, -0.074, 2.899], [-3.060, 2.585, -3.578], [1.905, -2.453, -2.277], [0.634, 4.551, -0.563], [-0.869, -0.917, -0.130], [-1.720, -4.719, 2.547], [-0.375, 0.655, 1.760], [-4.805, 4.132, -2.803], [0.299, 2.509, 3.139], [1.889, -1.946, -4.963], [-0.519, 0.497, 4.150], [0.217, -3.768, 1.358], [-1.131, -3.763, 1.556], [0.117, 1.959, 1.884], [0.180, 2.408, 5.642], [-2.449, 1.908, -1.010], [-2.055, 1.692, -3.268], [1.285, -1.305, -2.676], [1.061, 3.401, -1.214], [4.611, -1.758, 0.483], [-3.769, 3.174, -2.538], [2.409, -3.425, -3.103], [0.822, -2.927, 0.406], [4.206, -2.975, 0.177], [-1.990, -1.783, 0.179], [-2.110, -2.928, 0.863], [0.218, 4.107, 0.673], [-0.758, -0.079, 5.034], [-0.956, -5.295, 3.064], [-1.501, 1.212, -4.059], [-0.496, 3.252, 5.786], [0.823, -4.431, 1.971], [-0.192, 4.648, 1.508], [-2.208, 1.601, -0.001], [1.199, 2.783, 5.749], [0.641, 5.562, -0.928], [-3.286, 2.814, -4.609], [-3.124, -3.309, 0.935], [1.689, -3.982, -0.341], [4.734, 0.388, 0.800], [-2.323, -4.190, 3.287], [1.493, 3.304, -2.201], [-4.007, 3.234, -0.395], [-2.895, -1.406, -0.299], [-0.004, 1.689, 6.437], [-2.390, -5.410, 2.029], [-1.025, -1.094, 2.795], [0.724, 3.500, 3.239], [5.646, -1.861, 0.829]]
}



Q: What is the formula in the second record?
A: C30H48As3LaNO5